Entry 1:
{
  "formula": "C2H3P",
  "method": "ωB97M-V with the def2-TZVPD basis set",
  "charge": 0,
  "de_lowest_kcal_mol": 105.9,
  "homo_lumo_gap_ev": [8.3, 8.3],
  "fmax_ev_per_a": 0.76,
  "elements": ["P", "C", "C", "H", "H", "H"],
  "positions_angstrom": [[1.67940, 1.72441, -0.25296], [0.29264, 0.61621, 0.81330], [0.27037, 0.93332, -0.56345], [-0.32275, 1.15924, 1.52015], [-0.50892, -1.08235, -2.62334], [0.62161, -0.36139, 1.15019]],
  "forces_ev_per_a": [[-0.6, -0.4, 0.1], [0.1, 0.0, 0.0], [0.4, 0.2, -0.3], [0.0, 0.1, 0.1], [0.0, 0.1, 0.1], [0.1, 0.0, 0.0]]
}


Entry 2:
{
  "formula": "C53H109Br3N13O",
  "method": "ωB97M-V with the def2-TZVPD basis set",
  "charge": 5,
  "de_lowest_kcal_mol": 67.4,
  "homo_lumo_gap_ev": 5.8,
  "fmax_ev_per_a": 2.47,
  "elements": ["Br", "Br", "Br", "O", "N", "N", "N", "N", "N", "N", "N", "N", "N", "N", "N", "N", "N", "C", "C", "C", "C", "C", "C", "C", "C", "C", "C", "C", "C", "C", "C", "C", "C", "C", "C", "C", "C", "C", "C", "C", "C", "C", "C", "C", "C", "C", "C", "C", "C", "C", "C", "C", "C", "C", "C", "C", "C", "C", "C", "C", "C", "C", "C", "C", "C", "C", "C", "C", "C", "C", "H", "H", "H", "H", "H", "H", "H", "H", "H", "H", "H", "H", "H", "H", "H", "H", "H", "H", "H", "H", "H", "H", "H", "H", "H", "H", "H", "H", "H", "H", "H", "H", "H", "H", "H", "H", "H", "H", "H", "H", "H", "H", "H", "H", "H", "H", "H", "H", "H", "H", "H", "H", "H", "H", "H", "H", "H", "H", "H", "H", "H", "H", "H", "H", "H", "H", "H", "H", "H", "H", "H", "H", "H", "H", "H", "H", "H", "H", "H", "H", "H", "H", "H", "H", "H", "H", "H", "H", "H", "H", "H", "H", "H", "H", "H", "H", "H", "H", "H", "H", "H", "H", "H", "H", "H", "H", "H", "H", "H"],
  "positions_angstrom": [[-3.61115, -1.75164, 0.93497], [4.85515, 1.07983, -0.04951], [2.96947, -3.24446, 1.25120], [9.49915, -0.55955, -1.75391], [0.69215, 6.72909, -4.75554], [0.29356, -0.19007, 0.60842], [5.00643, 0.34430, 4.82566], [1.16533, 0.11712, -1.38168], [5.91969, -0.70077, 3.14635], [6.81768, -1.42779, -3.12963], [-1.67213, -2.37953, 6.71144], [-5.38918, 0.87426, -3.04870], [-5.10920, 1.65813, 3.58320], [0.99301, -2.46719, -8.09243], [2.53384, 5.59032, -4.38489], [-0.80476, -3.00537, -6.99092], [-3.35571, 2.85765, 3.05763], [-3.79582, 2.20998, 1.91380], [7.99350, -2.37955, -3.40166], [-6.10244, 2.12213, -3.57504], [-2.75667, -1.70387, -6.13569], [6.05741, -2.08234, -1.97443], [-6.14124, 1.04561, 4.38320], [3.45100, 4.46297, -4.21928], [-0.33073, -2.38856, -8.11064], [-2.17215, -3.08437, -6.47222], [1.36124, -0.40469, -0.17508], [-5.18154, 1.07533, -1.55881], [3.44159, 3.92522, -2.77585], [-2.24098, 3.80060, 3.18074], [-0.11958, 0.70777, -1.41773], [1.88754, -1.76507, -9.00697], [1.24782, 5.49979, -4.71225], [-5.70772, -1.60089, -2.66614], [-3.30689, -1.83839, 4.96692], [-0.93759, -2.73587, 9.12547], [8.25108, 0.05422, -1.53976], [-4.14389, 2.45419, 4.06808], [4.95565, -0.15895, 7.22815], [0.24373, -3.54406, -6.31348], [-7.41147, 1.86968, 4.54708], [-6.52095, -2.83318, -3.06651], [-2.51477, -1.15943, 7.18158], [6.91914, -1.31347, 2.31120], [-3.39243, -0.73617, 6.00578], [1.77019, 0.32934, -3.78877], [-0.65324, 7.10341, -5.21218], [4.10800, 0.39348, 3.78378], [-1.15859, -3.62031, 10.36061], [-0.33197, -2.01557, 6.09804], [6.11223, -0.31186, 4.42267], [7.35313, -0.06078, -2.78427], [1.68579, 7.61524, -4.47952], [-3.76648, 2.12558, -4.27850], [-2.55598, -2.99401, 5.62224], [-6.27572, -0.35552, -3.33902], [-0.60837, -3.03482, 11.67255], [4.67934, -0.27104, 2.76013], [-0.61419, 0.44278, -0.18978], [-4.92115, 3.05588, -3.85012], [-1.47485, -3.36851, 7.85474], [5.89831, -1.34434, -4.29281], [-5.83907, -4.16935, -2.68284], [2.28122, 0.15279, -2.35070], [-4.93018, 1.55255, 2.23805], [2.82054, 6.94004, -4.15889], [4.79534, 0.92087, 6.14299], [-4.07299, 0.72854, -3.74157], [0.04767, -0.60231, 1.99033], [1.37714, -3.25088, -7.04304], [0.14662, -2.58648, 9.06814], [-7.21532, -0.08854, -2.85009], [2.40259, -3.54527, -6.90028], [-4.31106, -2.17966, 4.71830], [6.92424, -0.91204, 1.29864], [-0.91959, -1.81710, -8.80844], [-3.10980, -1.61102, 7.96896], [-6.71235, 1.81361, -4.42171], [3.21168, 3.65317, -4.90615], [1.25250, 1.27802, -3.93344], [-4.42093, -0.74686, 6.36728], [-4.06381, 2.74944, 5.10161], [2.84965, -0.77223, -2.33222], [-0.65323, -3.84456, 12.40061], [0.15842, -4.13819, -5.41931], [7.89316, -1.30428, 2.78841], [-6.60116, -2.82544, -4.15774], [-1.14058, -2.17373, 12.07106], [4.35668, -0.51951, 1.76134], [0.17907, -1.50349, 6.91164], [-1.54342, 0.65670, 0.31828], [0.69587, 4.58438, -4.84017], [-5.60945, -1.58644, -1.57931], [3.86417, 2.92430, -2.71605], [7.91964, 0.38951, -3.60129], [3.13123, 0.81553, 3.93345], [-7.52389, -2.72342, -2.65159], [-6.44813, -5.05779, -2.82070], [6.91827, -0.60285, 5.07365], [-3.65169, 2.00797, -5.35560], [-2.09051, -1.21241, -5.42395], [-6.44181, -0.33722, -4.41353], [0.45214, -2.78981, 11.59101], [-5.54304, -4.10487, -1.63371], [0.83100, -1.26764, 2.34801], [1.47687, 8.67303, -4.48988], [-0.55143, -1.40999, 5.22461], [-2.88818, -1.44829, 4.03641], [1.07757, -0.48908, -3.99920], [6.61266, -2.34701, 2.12178], [8.41314, 1.12746, -1.39370], [-3.25439, 0.40835, -3.10346], [0.13579, -2.98340, 5.94144], [10.09436, -0.20833, -1.08157], [3.71713, 7.32432, -3.70271], [3.80879, 1.37429, 6.16685], [-1.78389, -0.40476, 7.45606], [-6.77679, 2.45608, -2.79004], [-3.73873, -1.83574, -5.68429], [-4.73073, 2.03012, -1.29861], [5.65167, -2.34794, -4.63092], [6.77855, -2.28588, -1.19193], [5.58951, 1.64121, 6.34238], [-0.93935, -1.07617, 1.99699], [5.02545, -0.74195, -4.04828], [-4.54438, 0.26045, -1.22118], [-2.12160, -3.68513, -5.56806], [-7.89116, 2.00500, 3.57910], [-5.14713, 3.68693, -4.70906], [2.18942, -2.33666, -9.88014], [-4.71243, 3.64244, -2.95949], [-2.01817, -3.50318, 4.82534], [5.29812, -1.35287, -1.69083], [-1.74579, 3.81464, 4.14855], [2.44524, 3.90774, -2.32995], [2.71610, -1.40847, -8.39752], [-3.22727, -3.63876, 6.18362], [2.27177, -0.85843, 0.18234], [-2.23002, -3.80484, 10.47499], [-0.70789, -4.60078, 10.19904], [-3.18343, 0.25819, 5.61702], [-0.95011, -4.24353, 7.46239], [8.52295, -2.50207, -2.46326], [-8.10897, 1.63505, 5.34770], [-4.91603, -4.27500, -3.25566], [-2.84912, -1.09032, -7.03177], [4.02830, -0.73040, 7.27251], [4.45567, 4.82650, -4.42178], [-2.73776, -3.59941, -7.24828], [4.03773, 4.61873, -2.18370], [-2.84872, 2.58012, -3.89838], [5.55814, -2.97682, -2.33974], [7.75352, -0.27488, -0.62219], [5.18605, 0.17171, 8.23967], [6.41901, -0.82592, -5.09904], [-0.95419, 6.81808, -6.21731], [-0.73849, 8.18681, -5.15465], [-3.29582, 2.40318, 0.98123], [-1.46397, 3.45364, 2.50134], [8.61518, -1.88716, -4.14294], [-4.21395, 0.12149, -4.62969], [6.49865, 0.60416, -2.64380], [5.82371, -0.75772, 6.96099], [-0.14243, 0.30765, 2.56406], [-1.29377, -1.71980, 9.29987], [-2.43160, -3.87645, 8.01537], [-6.14111, 0.98149, -1.05400], [-5.76085, 0.71746, 5.34758], [7.50509, -3.31391, -3.66654], [-4.69282, -1.78045, -3.04246], [-5.55024, 0.87207, 1.67755], [-2.73259, 4.74389, 2.95055], [1.43472, -0.83684, -9.35494], [-1.38272, 6.71666, -4.50127], [-6.40926, 0.10543, 3.89432], [-0.41742, 1.24301, -2.29877], [2.59789, 0.25175, -4.49271], [-7.12007, 2.87361, 4.88293], [2.85656, 1.00961, -1.99231]],
  "forces_ev_per_a": [[0.1, 0.7, -0.1], [-0.1, 0.2, -0.8], [-0.1, 0.7, -0.1], [0.0, -0.2, 0.1], [0.6, -1.1, -1.0], [1.0, -0.3, -1.9], [0.7, -0.4, -0.4], [-0.2, -0.6, 0.5], [-0.1, 1.3, 1.5], [0.7, -1.0, 0.7], [-0.5, -0.3, -0.9], [-0.7, -0.3, 0.8], [1.1, 1.2, 0.5], [-0.5, -0.4, -0.6], [-0.4, 0.8, 0.2], [0.6, 0.5, -0.6], [-0.5, -1.6, 1.4], [0.1, 1.3, 0.0], [-1.1, 0.7, 0.1], [0.9, -0.4, 0.2], [0.5, -0.5, -0.2], [-0.2, 1.2, -0.7], [-1.7, -1.7, 0.6], [0.2, -0.6, 1.0], [-0.8, 0.0, 1.5], [-0.5, 0.4, -0.5], [0.2, 0.2, 0.9], [0.0, -1.1, -0.2], [0.0, 0.7, -0.1], [-0.3, -0.2, -0.5], [1.7, -0.9, 0.2], [0.3, 0.9, 0.0], [-0.5, 0.3, 0.0], [0.5, -0.9, -1.1], [-0.3, 0.1, -0.3], [1.2, -0.2, 0.4], [-0.4, 0.5, -0.2], [-0.2, 0.2, -0.5], [-0.3, -0.1, -0.3], [1.6, -0.1, -0.9], [0.7, 1.8, -0.1], [0.1, -0.5, -0.5], [1.0, -0.9, -0.9], [-0.2, -1.6, -0.8], [-0.7, -0.3, 0.7], [-0.2, -0.3, 0.6], [-0.7, 0.4, 0.8], [0.2, -0.4, 0.5], [-0.4, 0.4, 0.1], [-1.3, -0.3, 1.6], [-1.2, 0.1, -0.2], [0.0, 0.8, 0.8], [0.2, 0.9, 0.6], [0.3, 0.7, 0.3], [-0.2, 0.6, -0.1], [0.1, 0.8, 2.2], [0.3, -0.7, -0.3], [-0.1, -0.7, -1.1], [-1.7, 0.9, 1.2], [-0.8, -0.4, -1.2], [-0.7, -0.3, -0.2], [0.7, 0.4, -0.5], [0.1, 1.0, 0.5], [-0.8, 1.1, -0.7], [-0.1, -1.2, -0.3], [-0.6, -0.4, -0.4], [1.0, -0.2, 1.4], [0.1, 1.4, -0.6], [-1.1, 0.2, -0.3], [-0.4, -0.1, 1.0], [0.1, -0.1, -0.3], [-0.2, -0.1, -0.2], [0.0, 0.1, 0.1], [0.1, -0.1, -0.2], [0.0, 0.8, 0.4], [0.0, -0.1, 0.0], [0.1, 0.7, 0.4], [0.3, 0.2, -0.3], [-0.2, 0.4, -0.3], [0.1, 0.0, -0.1], [0.0, 0.4, 0.2], [0.1, 0.1, 0.0], [0.0, 0.0, 0.6], [-0.1, 0.2, 0.2], [-0.2, 0.0, 0.0], [0.0, 0.2, 0.0], [-0.3, 0.0, 0.0], [-0.1, 0.0, -0.2], [-0.2, 0.1, 0.3], [0.4, 0.3, -0.4], [-0.3, 0.1, -0.6], [0.1, 0.0, -0.2], [-0.2, 0.5, 0.0], [0.2, 0.1, 0.0], [0.0, -0.7, -0.4], [0.1, 0.1, -0.2], [-0.1, -0.3, 0.0], [-0.2, 0.2, -0.1], [0.2, 0.2, -0.2], [-0.2, 0.6, 0.0], [-0.1, 0.1, 0.0], [0.3, -0.5, 0.0], [0.0, 0.1, -0.1], [0.0, -0.2, 0.1], [0.1, 0.1, -0.1], [0.2, 0.0, 0.1], [0.5, 0.0, -0.1], [0.3, -0.5, 0.0], [-0.1, 0.1, -0.2], [0.1, -0.1, 0.4], [-0.3, 0.1, -0.1], [-0.5, -0.6, 0.2], [0.3, 0.3, -0.6], [0.2, -0.2, -0.2], [0.3, -0.2, -0.4], [0.1, 0.2, -0.1], [-0.3, 0.0, 0.7], [0.0, 0.1, 0.0], [0.0, 0.0, 0.0], [0.0, 0.1, -0.5], [-0.2, 0.0, 0.2], [-0.3, -0.1, 0.2], [-0.3, 0.4, -0.4], [0.2, -0.5, -0.1], [-0.1, -0.2, 0.3], [0.1, 0.0, 0.3], [0.0, -0.2, -0.2], [-0.3, -0.2, 0.2], [-0.1, 0.4, 0.4], [0.1, -0.3, 0.3], [0.2, 0.1, -0.2], [0.4, -0.5, 0.6], [0.1, -0.1, 0.5], [-0.6, -0.1, 0.3], [-0.1, -0.1, -0.2], [0.3, -0.4, -0.3], [-0.1, -0.2, -0.4], [0.2, -0.5, -0.1], [0.0, 0.0, 0.0], [0.1, 0.0, -0.1], [0.2, 0.0, 0.0], [0.8, 0.5, 0.0], [0.2, 0.1, -0.1], [0.0, -1.0, -0.3], [0.0, -0.1, -0.1], [-0.1, 0.0, 0.0], [0.3, -0.5, 0.0], [-0.1, 0.0, -0.3], [-0.3, 0.0, 0.3], [0.0, -0.3, 0.3], [0.2, -0.4, 0.0], [0.3, -0.1, 0.0], [-0.1, -0.2, -0.2], [-0.2, 0.6, -0.2], [0.1, -0.1, 0.0], [0.6, -0.3, -0.1], [0.2, 0.0, 0.0], [-0.1, -0.2, -0.1], [-0.2, 0.5, -0.4], [0.1, -0.5, -0.2], [0.0, -0.6, 0.5], [-0.2, -0.2, 0.3], [-0.3, -0.4, 0.0], [0.7, 0.0, 0.2], [-0.5, -0.2, 0.0], [-0.4, 0.7, 0.3], [-0.1, 0.1, -0.1], [0.4, 0.4, 0.0], [0.5, -0.1, -0.5], [0.1, 0.1, 0.1], [0.1, 0.1, -0.2], [1.0, 0.4, -0.1], [-0.4, -0.2, 0.0], [0.0, -0.1, 0.0], [0.2, 0.0, -0.2], [-0.4, 0.0, 0.1], [0.0, 0.1, 0.0], [0.1, 0.1, -0.3], [0.6, -0.4, -0.3]]
}


Entry 3:
{
  "formula": "C3H4O3S",
  "method": "ωB97M-V with the def2-TZVPD basis set",
  "charge": 0,
  "de_lowest_kcal_mol": 59.0,
  "homo_lumo_gap_ev": 9.1,
  "smiles": "O=C(O)COC=S",
  "fmax_ev_per_a": 6.78,
  "elements": ["S", "O", "O", "O", "C", "C", "C", "H", "H", "H", "H"],
  "positions_angstrom": [[1.92188, -0.02619, 2.05626], [-1.03418, 0.04250, -2.06287], [0.30225, -0.83839, 0.08215], [-2.17752, 1.39546, -0.66886], [1.60076, -0.82328, 0.66830], [-0.32669, 0.29175, 0.40909], [-1.25069, 0.67089, -0.87560], [0.17272, 1.22227, 0.58736], [2.33165, -1.46206, 0.20777], [-0.49445, -0.69280, -1.79937], [-1.04573, 0.21985, 1.39576]],
  "forces_ev_per_a": [[0.1, -0.6, -1.2], [-0.3, 1.0, 1.1], [5.1, -1.3, 0.6], [0.3, 0.5, -0.7], [-1.4, 0.1, 1.5], [-6.4, 2.3, 0.2], [-0.9, -0.6, 2.1], [1.3, 0.1, 0.0], [-0.2, -0.4, -0.5], [0.9, -1.0, -0.3], [1.5, -0.1, -2.6]]
}